Record 1
DFT (ωB97M-V/def2-TZVPD) results for a molecular structure, C23H17FMoN4O10S.

CARTESIAN COORDINATES (ANGSTROEM)
Mo 0.178 0.157 0.480
C -1.993 -2.035 -0.563
O -0.610 -1.552 -0.521
C 0.266 -2.016 -1.515
C -0.127 -2.681 -2.658
C 0.871 -3.121 -3.515
C 2.217 -2.906 -3.229
C 2.594 -2.236 -2.082
C 1.600 -1.773 -1.228
N 1.821 -1.047 -0.034
N 2.934 -1.304 0.562
C 3.233 -0.951 1.793
C 2.212 -0.480 2.685
O 1.027 -0.289 2.197
C 2.480 -0.275 4.045
C 3.753 -0.485 4.494
C 4.825 -0.906 3.650
C 6.117 -1.082 4.170
C 7.142 -1.487 3.347
C 6.896 -1.727 1.992
C 5.634 -1.561 1.459
C 4.585 -1.150 2.282
H -1.957 -3.101 -0.764
H -2.533 -1.488 -1.332
H -2.412 -1.851 0.417
H -1.166 -2.856 -2.892
H 0.591 -3.638 -4.422
H 2.974 -3.253 -3.918
H 3.632 -2.044 -1.851
H 1.682 0.046 4.698
H 3.974 -0.320 5.542
H 6.296 -0.894 5.221
H 8.138 -1.622 3.746
H 7.707 -2.046 1.351
H 5.456 -1.748 0.410
O 1.296 4.240 1.032
S 0.192 3.389 0.844
O 0.452 2.001 1.381
O 0.417 0.869 -0.976
O -0.602 3.383 -0.337
F -5.702 5.519 0.150
C -4.550 5.118 0.626
C -4.367 3.865 1.047
N -3.128 3.451 1.553
C -2.939 2.062 1.978
C -2.586 1.182 0.779
O -3.103 1.261 -0.286
O -1.624 0.275 1.096
C -2.112 4.299 1.586
O -0.936 3.901 2.042
N -2.272 5.553 1.204
C -3.479 6.122 0.669
O -3.525 7.260 0.337
H -5.149 3.121 1.014
H -3.872 1.705 2.413
H -2.165 2.021 2.736
H -1.473 6.179 1.259

LUMO energy (spin up / spin down)	-8.34 / -8.34	eV
HOMO energy (spin up / spin down)	-0.516 / -0.516	Ha
max |F|	0.1	eV Å⁻¹
Kohn-Sham gap (spin up / spin down)	5.70 / 5.70	eV
charge	+2

Quick look at the Mulliken charges, all values in e: 1.70 -1.17 -0.13 0.89 -0.81 -0.74 -0.78 -0.43 0.33 0.50 -0.43 0.06 1.30 -0.42 -1.01 -0.72 0.54 -0.86 -0.63 -0.70 -0.43 0.62 0.53 0.42 0.28 0.54 0.44 0.43 0.49 0.50 0.43 0.44 0.42 0.44 0.47 -0.51 1.11 -0.44 -0.33 -0.52 -0.24 0.25 -0.03 0.17 -1.27 0.79 -0.47 -0.69 0.64 -0.40 -0.04 0.21 -0.46 0.44 0.48 0.49 0.30

=====

Record 2
DFT (ωB97M-V/def2-TZVPD) results for a molecular structure, C14H17Br6F9O6 at a distorted geometry.

CARTESIAN COORDINATES (ANGSTROEM)
C -7.291 -32.002 17.500
Br -5.951 -30.580 17.559
Br -6.977 -33.193 19.064
Br -7.160 -32.969 15.728
H -8.289 -31.595 17.665
C -13.953 -35.763 16.997
Br -14.160 -36.828 18.680
Br -12.523 -36.391 15.861
Br -13.428 -33.958 17.720
H -14.950 -35.858 16.565
C -10.659 -27.788 22.328
C -10.511 -28.609 23.608
O -9.918 -27.870 24.683
C -8.646 -27.958 24.964
O -7.827 -28.568 24.313
C -8.240 -27.231 26.307
F -8.961 -27.736 27.282
F -6.939 -27.417 26.512
F -8.436 -25.864 26.289
H -11.010 -28.363 21.472
H -9.739 -27.251 22.097
H -11.399 -27.025 22.570
H -9.833 -29.458 23.521
H -11.459 -29.014 23.961
C -18.831 -31.227 19.976
C -18.205 -30.074 20.814
O -18.171 -30.631 22.128
C -17.578 -30.034 23.167
O -17.025 -28.906 23.213
C -17.909 -30.719 24.533
F -17.954 -29.815 25.585
F -19.082 -31.375 24.467
F -16.967 -31.677 24.806
H -19.658 -31.748 20.457
H -17.997 -31.911 19.816
H -19.230 -31.041 18.979
H -18.827 -29.179 20.823
H -17.213 -29.745 20.504
C -8.874 -46.422 13.654
C -7.644 -45.469 13.609
O -8.081 -44.104 13.498
C -7.190 -43.217 13.164
O -5.969 -43.381 13.054
C -7.784 -41.795 12.969
F -7.620 -41.130 14.091
F -7.130 -41.097 12.020
F -9.144 -41.820 12.736
H -9.612 -46.083 14.380
H -8.659 -47.419 14.039
H -9.354 -46.504 12.679
H -7.039 -45.714 12.737
H -7.003 -45.573 14.485

LUMO energy	-0.48	eV
HOMO energy	-0.380	Ha
max |F|	4.7	eV Å⁻¹
Kohn-Sham gap	9.85	eV

Quick look at the natural (NBO) charges, all values in e: -0.44 0.09 0.07 0.06 0.22 -0.45 0.04 0.12 0.05 0.23 -0.64 -0.07 -0.48 0.70 -0.55 0.91 -0.30 -0.30 -0.33 0.23 0.22 0.22 0.20 0.20 -0.64 -0.07 -0.48 0.69 -0.55 0.91 -0.30 -0.30 -0.32 0.23 0.21 0.23 0.19 0.20 -0.63 -0.08 -0.46 0.69 -0.56 0.90 -0.30 -0.30 -0.32 0.22 0.23 0.22 0.20 0.20

=====

Record 3
DFT (ωB97M-V/def2-TZVPD) results for 13 unconnected molecules or ions with the total composition C74H110N18O18 at a distorted geometry.

CARTESIAN COORDINATES (ANGSTROEM)
C 3.530 6.885 -2.788
N 4.443 5.672 -2.729
C 5.718 5.790 -2.276
C 6.370 4.632 -1.841
C 5.858 3.355 -2.025
C 4.638 3.282 -2.691
C 3.918 4.482 -2.974
C 6.543 2.094 -1.536
C 7.208 2.050 -0.332
C 7.896 0.888 -0.010
N 7.831 -0.270 -0.761
C 7.278 -0.191 -1.945
C 6.513 0.957 -2.354
C 8.477 -1.476 -0.269
H 4.127 7.786 -2.645
H 2.908 6.870 -1.893
H 2.971 6.906 -3.723
H 5.958 6.836 -2.152
H 7.320 4.754 -1.342
H 4.196 2.328 -2.937
H 2.940 4.492 -3.432
H 7.319 2.919 0.300
H 8.454 0.760 0.905
H 7.328 -1.086 -2.548
H 6.049 0.904 -3.328
H 9.483 -1.308 0.116
H 8.560 -2.256 -1.026
H 7.808 -1.872 0.495
C -1.816 1.703 13.066
N -1.311 1.852 11.727
C -2.188 2.365 10.799
C -1.673 2.496 9.486
C -0.346 2.096 9.175
C 0.447 1.549 10.257
C -0.046 1.492 11.536
C 0.183 2.313 7.856
C -0.472 1.823 6.691
C 0.242 1.705 5.474
N 1.507 2.176 5.375
C 2.133 2.726 6.426
C 1.496 2.833 7.699
C 2.196 2.195 4.058
H -2.851 1.384 12.938
H -1.741 2.716 13.462
H -1.138 1.105 13.674
H -3.158 2.677 11.156
H -2.330 2.989 8.785
H 1.469 1.324 9.991
H 0.538 1.087 12.350
H -1.440 1.373 6.856
H -0.084 1.376 4.498
H 3.184 2.924 6.281
H 2.083 3.219 8.519
H 1.714 1.373 3.530
H 3.242 1.955 4.252
H 2.081 3.239 3.766
C 0.125 5.045 -3.543
N -1.260 4.687 -3.221
C -2.097 5.722 -3.110
C -3.499 5.461 -3.097
C -4.027 4.187 -3.236
C -3.124 3.085 -3.171
C -1.755 3.377 -3.278
C -5.501 3.927 -3.267
C -6.049 3.021 -2.376
C -7.437 2.815 -2.381
N -8.207 3.497 -3.302
C -7.679 4.407 -4.190
C -6.265 4.676 -4.111
C -9.659 3.278 -3.205
H 0.268 5.435 -4.551
H 0.771 4.178 -3.404
H 0.420 5.854 -2.874
H -1.719 6.718 -3.287
H -4.153 6.320 -3.062
H -3.437 2.052 -3.166
H -1.086 2.539 -3.408
H -5.465 2.523 -1.617
H -7.974 2.061 -1.825
H -8.267 4.931 -4.929
H -5.879 5.401 -4.812
H -10.156 4.247 -3.227
H -9.886 2.918 -2.202
H -9.936 2.494 -3.911
C -3.453 -8.855 -7.454
N -3.746 -7.843 -6.384
C -2.872 -6.805 -6.181
C -3.232 -5.756 -5.310
C -4.332 -5.767 -4.525
C -5.166 -6.880 -4.691
C -4.890 -7.891 -5.676
C -4.585 -4.617 -3.638
C -3.576 -4.023 -2.760
C -3.862 -2.841 -2.075
N -5.109 -2.360 -2.080
C -6.110 -2.991 -2.782
C -5.883 -4.140 -3.546
C -5.452 -1.202 -1.331
H -2.428 -9.137 -7.213
H -3.538 -8.476 -8.473
H -4.116 -9.692 -7.236
H -1.904 -6.762 -6.658
H -2.559 -4.921 -5.185
H -6.134 -7.016 -4.233
H -5.684 -8.595 -5.876
H -2.558 -4.379 -2.815
H -3.260 -2.229 -1.420
H -7.102 -2.590 -2.638
H -6.734 -4.617 -4.010
H -6.248 -0.651 -1.831
H -4.576 -0.567 -1.202
H -5.764 -1.455 -0.317
C 3.449 -1.021 -2.734
N 2.658 -2.303 -2.951
C 1.611 -2.306 -3.802
C 1.015 -3.556 -4.096
C 1.378 -4.676 -3.366
C 2.324 -4.554 -2.332
C 2.951 -3.350 -2.180
C 0.755 -6.003 -3.709
C 1.265 -6.770 -4.754
C 0.942 -8.129 -4.933
N 0.075 -8.635 -4.065
C -0.483 -7.923 -3.007
C -0.204 -6.571 -2.920
C -0.195 -10.084 -4.169
H 2.929 -0.315 -2.087
H 3.475 -0.621 -3.748
H 4.449 -1.331 -2.430
H 1.418 -1.337 -4.238
H 0.231 -3.669 -4.831
H 2.494 -5.314 -1.585
H 3.500 -3.024 -1.309
H 2.070 -6.399 -5.370
H 1.378 -8.731 -5.716
H -1.084 -8.466 -2.292
H -0.766 -5.934 -2.253
H 0.770 -10.591 -4.149
H -0.486 -10.266 -5.203
H -0.960 -10.397 -3.458
C -0.862 -0.084 -0.521
C 0.612 -0.496 -0.263
C 1.524 0.720 0.183
O 2.848 0.186 0.471
C 3.808 1.175 0.732
N 0.587 -1.617 0.774
H 0.259 -2.502 0.413
H 1.426 -1.657 1.335
H -0.132 -1.318 1.417
H -1.262 -0.873 -1.158
H -0.992 0.819 -1.117
H -1.439 0.019 0.398
H 1.140 -0.964 -1.094
H 1.078 1.171 1.069
H 1.604 1.376 -0.684
H 4.747 0.729 1.061
H 3.516 1.901 1.491
H 3.956 1.813 -0.139
C 5.646 -0.606 3.850
N 5.002 -2.035 3.683
C 4.518 -2.052 2.261
C 6.075 -3.121 3.883
C 3.872 -2.271 4.780
C 2.529 -1.588 4.455
O 1.817 -2.512 3.734
H 5.988 -0.631 4.884
H 4.835 0.112 3.724
H 6.508 -0.498 3.191
H 3.886 -1.179 2.098
H 3.864 -2.923 2.236
H 5.335 -2.178 1.551
H 6.905 -3.210 3.182
H 5.511 -4.053 3.846
H 6.360 -3.008 4.929
H 4.294 -1.925 5.724
H 3.675 -3.324 4.984
H 2.593 -0.607 3.984
H 1.919 -1.468 5.351
H 1.007 -2.652 4.231
C -1.369 5.054 2.136
N -2.406 3.931 1.866
C -3.472 4.453 0.884
C -1.736 2.767 1.130
C -3.046 3.481 3.239
C -4.109 4.397 3.999
O -3.675 5.667 4.392
H -1.906 5.933 2.491
H -1.000 5.314 1.144
H -0.654 4.557 2.791
H -3.029 4.678 -0.087
H -3.844 5.367 1.347
H -4.233 3.677 0.809
H -1.030 2.317 1.828
H -1.118 3.157 0.321
H -2.469 2.070 0.724
H -2.295 3.146 3.955
H -3.625 2.584 3.019
H -4.527 3.817 4.822
H -4.940 4.566 3.314
H -4.351 6.046 4.958
N -2.352 -0.851 -4.232
O -1.682 0.126 -3.870
O -3.565 -0.810 -4.144
O -1.848 -1.782 -4.752
N -1.760 -4.611 0.117
O -2.121 -5.725 -0.373
O -0.623 -4.219 -0.115
O -2.488 -4.045 0.788
N 1.634 1.712 -4.679
O 1.419 1.314 -3.514
O 0.740 2.146 -5.400
O 2.781 1.802 -5.053
N -1.672 -0.547 3.673
O -2.120 0.422 4.268
O -2.261 -1.612 3.649
O -0.569 -0.389 3.073
N 2.011 4.426 0.411
O 1.317 4.770 -0.589
O 3.256 4.422 0.354
O 1.470 4.030 1.420

LUMO energy	-14.56	eV
HOMO energy	-0.745	Ha
max |F|	7.7	eV Å⁻¹
Kohn-Sham gap	5.71	eV
charge	+8

Here are the Mulliken charges for atoms 1 to 99, given in e: -0.80 0.14 -0.72 -0.57 0.62 0.38 -0.96 0.78 -0.59 -0.75 0.21 -0.51 -0.52 -0.91 0.33 0.33 0.36 0.42 0.58 0.21 0.36 0.61 0.54 0.51 0.76 0.39 0.35 0.34 -0.86 -0.02 -0.33 -0.62 0.64 -0.86 -0.04 0.57 -0.80 0.44 0.28 -0.14 -0.79 -0.67 0.32 0.41 0.29 0.48 0.50 0.57 0.40 0.66 -0.34 0.47 0.68 -0.36 0.16 0.83 -0.83 0.57 -0.46 -0.80 0.59 -0.83 -0.64 0.65 -0.55 -0.56 0.09 -0.53 -0.51 -0.99 0.37 -0.39 0.68 0.59 0.66 0.95 0.64 0.52 0.41 0.48 0.57 0.42 0.38 0.35 -0.78 0.03 -0.69 -0.57 0.40 -0.77 -0.16 0.93 0.23 -0.91 0.49 -0.59 -0.81 -1.05 0.31

=====

Record 4
DFT (ωB97M-V/def2-TZVPD) results for 2 unconnected molecules or ions with the total composition C8H20O2 at a distorted geometry.

CARTESIAN COORDINATES (ANGSTROEM)
C 3.131 1.040 3.153
C 3.349 0.027 1.973
C 3.310 -1.481 2.468
C 3.687 -2.523 1.482
O 1.966 -1.838 2.956
H 2.192 0.844 3.698
H 3.141 2.097 2.839
H 3.978 0.868 3.838
H 2.580 0.200 1.195
H 4.327 0.330 1.552
H 4.053 -1.494 3.291
H 4.699 -2.319 1.095
H 2.966 -2.427 0.653
H 3.656 -3.561 1.856
H 2.076 -1.971 3.920
C -2.574 1.807 -4.032
C -3.197 1.656 -2.660
C -3.514 0.215 -2.227
C -4.233 0.041 -0.868
O -2.429 -0.623 -2.276
H -2.173 2.829 -4.134
H -3.193 1.582 -4.917
H -1.729 1.099 -4.004
H -2.519 2.238 -2.007
H -4.109 2.262 -2.824
H -4.169 -0.333 -2.934
H -3.609 0.170 0.032
H -4.622 -0.991 -0.881
H -5.086 0.738 -0.807
H -1.954 -0.484 -1.430

LUMO energy	0.76	eV
HOMO energy	-0.374	Ha
SMILES string	CC[C@H](C)O.CC[C@H](C)O
max |F|	2.8	eV Å⁻¹
Kohn-Sham gap	10.93	eV

Quick look at the natural (NBO) charges, all values in e: -0.61 -0.41 0.10 -0.62 -0.74 0.21 0.21 0.19 0.20 0.20 0.15 0.21 0.21 0.22 0.47 -0.61 -0.43 0.09 -0.63 -0.71 0.20 0.20 0.21 0.20 0.20 0.17 0.20 0.22 0.21 0.46

=====

no.,E (eV)
1,-65955.7153
2,-471789.3906
3,-142087.1250
4,-12714.4118